{
  "formula": "C15H39N4",
  "method": "ωB97M-V/def2-TZVPD",
  "total_charge": -1,
  "gap_ev": 3.2,
  "elements": ["C", "N", "C", "C", "N", "H", "H", "H", "H", "H", "H", "H", "H", "H", "C", "C", "N", "C", "C", "C", "C", "H", "H", "H", "H", "H", "H", "H", "H", "H", "H", "H", "H", "H", "H", "H", "C", "C", "N", "C", "C", "C", "C", "H", "H", "H", "H", "H", "H", "H", "H", "H", "H", "H", "H", "H", "H", "H"],
  "coordinates": [[-0.519, 3.131, -5.561], [-1.307, 3.456, -4.385], [-2.349, 4.498, -4.683], [-3.477, 4.168, -5.645], [-4.000, 2.793, -5.533], [0.155, 2.293, -5.357], [-1.121, 2.887, -6.449], [0.096, 3.998, -5.820], [-1.808, 2.617, -4.109], [-1.790, 5.345, -5.104], [-2.699, 4.824, -3.691], [-3.110, 4.301, -6.675], [-3.294, 2.048, -5.455], [-4.607, 2.686, -4.730], [-0.522, 3.115, -0.970], [0.531, 2.321, -0.220], [0.335, 0.882, -0.337], [1.180, 0.104, 0.544], [2.699, 0.142, 0.324], [0.185, 0.376, -1.696], [1.307, 0.677, -2.696], [-1.527, 2.823, -0.658], [-0.403, 4.183, -0.780], [-0.458, 2.991, -2.051], [0.498, 2.553, 0.850], [1.526, 2.643, -0.571], [0.841, -0.936, 0.495], [0.975, 0.445, 1.566], [2.998, -0.416, -0.562], [3.208, -0.300, 1.184], [3.059, 1.166, 0.216], [-0.744, 0.779, -2.101], [0.039, -0.705, -1.615], [1.595, 1.729, -2.659], [0.955, 0.479, -3.709], [2.198, 0.072, -2.524], [1.107, -1.024, 4.576], [0.928, -2.208, 3.639], [1.203, -3.486, 4.276], [1.339, -4.584, 3.333], [0.113, -4.979, 2.502], [0.437, -3.766, 5.481], [-1.093, -3.732, 5.380], [2.096, -1.046, 5.037], [1.005, -0.095, 4.015], [0.359, -1.010, 5.370], [1.636, -2.113, 2.810], [-0.075, -2.154, 3.187], [1.690, -5.455, 3.895], [2.147, -4.312, 2.647], [-0.640, -5.494, 3.098], [0.416, -5.653, 1.698], [-0.356, -4.109, 2.041], [0.745, -3.050, 6.246], [0.761, -4.747, 5.840], [-1.436, -2.844, 4.847], [-1.528, -3.701, 6.381], [-1.498, -4.604, 4.868]]
}

---

{
  "formula": "C15H39NO10P2",
  "method": "ωB97M-V/def2-TZVPD",
  "total_charge": 0,
  "gap_ev": 5.6,
  "e_above_lowest_kj_mol": 58.4,
  "elements": ["O", "H", "H", "H", "C", "C", "C", "C", "C", "C", "N", "O", "C", "C", "C", "H", "H", "H", "H", "H", "H", "H", "H", "H", "H", "H", "H", "H", "H", "H", "H", "H", "H", "C", "O", "P", "O", "O", "C", "O", "C", "H", "H", "H", "H", "H", "H", "H", "H", "H", "C", "O", "P", "O", "O", "C", "O", "C", "H", "H", "H", "H", "H", "H", "H", "H", "H"],
  "coordinates": [[-0.697, -0.226, -1.527], [-0.683, -1.081, -1.010], [0.204, -0.024, -1.884], [-1.185, 0.529, -1.088], [1.490, -0.264, 1.707], [0.536, -1.414, 2.084], [-0.427, -0.709, 3.064], [-1.564, -1.630, 3.441], [-2.393, -1.943, 2.232], [-1.566, -2.599, 1.064], [-0.264, -1.875, 0.963], [0.518, -2.229, -0.176], [-2.380, -2.482, -0.221], [-1.391, -4.052, 1.492], [1.400, -2.490, 2.772], [2.265, -0.643, 1.035], [2.018, 0.050, 2.610], [1.005, 0.569, 1.198], [-0.786, 0.208, 2.597], [0.114, -0.446, 3.978], [-2.211, -1.161, 4.191], [-1.266, -2.570, 3.914], [-2.883, -1.021, 1.905], [-3.167, -2.673, 2.486], [-2.849, -1.495, -0.316], [-3.190, -3.210, -0.264], [-1.803, -2.549, -1.145], [-1.139, -4.269, 2.530], [-0.636, -4.585, 0.903], [-2.273, -4.664, 1.264], [1.787, -2.210, 3.752], [2.169, -2.912, 2.124], [0.781, -3.379, 2.928], [-0.152, 3.275, 2.017], [-1.521, 3.432, 1.615], [-1.880, 3.278, 0.059], [-1.641, 1.928, -0.492], [-1.042, 4.447, -0.624], [-1.257, 4.588, -2.015], [-3.384, 3.835, -0.022], [-4.447, 2.889, 0.088], [-0.017, 2.380, 2.618], [0.128, 4.096, 2.679], [0.546, 3.308, 1.182], [-0.363, 4.309, -2.591], [-1.475, 5.605, -2.331], [-1.913, 3.843, -2.474], [-5.132, 3.191, 0.878], [-4.200, 1.841, 0.267], [-4.966, 2.874, -0.872], [3.402, 1.457, -0.601], [3.858, 0.420, -1.490], [3.042, 0.143, -2.818], [1.587, 0.297, -2.734], [3.520, -1.304, -3.259], [2.994, -2.526, -2.739], [3.742, 1.080, -3.902], [3.244, 1.038, -5.236], [3.477, 1.079, 0.413], [2.415, 1.801, -0.908], [4.040, 2.340, -0.685], [2.434, -2.375, -1.810], [3.783, -3.235, -2.499], [2.310, -2.926, -3.486], [2.733, 0.104, -5.483], [4.071, 1.090, -5.941], [2.530, 1.844, -5.405]]
}

---

{
  "formula": "C15H39O16P3S",
  "method": "ωB97M-V/def2-TZVPD",
  "total_charge": 0,
  "gap_ev": 9.2,
  "elements": ["C", "O", "C", "O", "C", "O", "O", "C", "C", "C", "S", "H", "H", "H", "H", "H", "H", "H", "H", "H", "H", "H", "H", "C", "O", "P", "O", "O", "C", "O", "C", "H", "H", "H", "H", "H", "H", "H", "H", "H", "C", "O", "P", "O", "O", "C", "O", "C", "H", "H", "H", "H", "H", "H", "H", "H", "H", "C", "O", "P", "O", "O", "C", "O", "C", "H", "H", "H", "H", "H", "H", "H", "H", "H"],
  "coordinates": [[2.627, -3.630, 1.402], [1.309, -3.376, 0.916], [1.306, -2.589, -0.222], [1.545, -1.216, 0.115], [0.587, -0.454, 0.643], [0.853, 0.609, 1.124], [-0.656, -0.951, 0.522], [-1.437, -1.002, 1.741], [-1.674, -2.428, 2.236], [-1.865, -3.466, 1.113], [-3.483, -4.297, 1.287], [3.206, -4.218, 0.678], [2.533, -4.216, 2.320], [3.149, -2.698, 1.647], [0.349, -2.715, -0.731], [2.137, -2.835, -0.894], [-0.927, -0.392, 2.494], [-2.392, -0.515, 1.520], [-0.865, -2.735, 2.906], [-2.593, -2.385, 2.833], [-1.849, -3.000, 0.126], [-1.077, -4.220, 1.144], [-3.657, -4.623, -0.003], [4.978, 1.827, -0.240], [4.814, 0.542, 0.372], [5.452, 0.223, 1.778], [5.109, -1.110, 2.268], [5.033, 1.419, 2.741], [3.640, 1.554, 3.075], [6.985, 0.532, 1.552], [7.869, 0.506, 2.683], [3.987, 2.234, -0.436], [5.532, 2.511, 0.402], [5.513, 1.695, -1.178], [3.090, 0.635, 2.871], [3.214, 2.371, 2.495], [3.576, 1.786, 4.135], [7.411, -0.001, 3.532], [8.121, 1.529, 2.958], [8.766, -0.031, 2.386], [2.706, 5.600, -1.537], [2.707, 6.050, -0.176], [1.349, 6.229, 0.615], [1.553, 6.639, 2.000], [0.532, 4.880, 0.413], [1.024, 3.694, 1.066], [0.537, 7.215, -0.321], [-0.831, 7.500, 0.007], [3.319, 4.703, -1.599], [1.699, 5.375, -1.885], [3.138, 6.383, -2.157], [1.702, 3.952, 1.880], [1.532, 3.066, 0.337], [0.174, 3.149, 1.464], [-1.061, 7.212, 1.032], [-1.479, 6.961, -0.681], [-0.978, 8.572, -0.105], [-6.135, -1.242, -4.018], [-5.185, -2.165, -3.467], [-5.652, -3.547, -2.867], [-4.538, -4.371, -2.402], [-6.576, -4.229, -3.972], [-5.956, -4.678, -5.186], [-6.726, -3.121, -1.792], [-7.492, -4.141, -1.130], [-5.845, -1.032, -5.045], [-7.146, -1.646, -3.997], [-6.099, -0.326, -3.433], [-4.879, -4.786, -5.063], [-6.170, -3.964, -5.981], [-6.385, -5.644, -5.439], [-7.039, -5.123, -1.260], [-8.501, -4.143, -1.539], [-7.518, -3.895, -0.072]]
}